1.
DFT (ωB97M-V/def2-TZVPD) results for an isolated molecule of C4H4O at a distorted geometry.

Positions of all 9 atoms, in Å:
C (1.41537, -0.09780, 0.03494)
C (-0.79992, 0.00222, -0.65277)
C (-0.14262, 0.90307, 0.26290)
C (0.18246, -0.65061, 0.34645)
O (2.53843, 0.06304, -0.15727)
H (-1.89329, -0.04716, -0.30142)
H (-0.49348, -0.24699, -1.68656)
H (-0.65899, 1.46224, 1.10261)
H (-0.14796, -1.38801, 1.05112)

Output
energy relative to the best compared isomer or geometry (same formula, charge and spin) = 308.8 kJ/mol
HOMO = -8.400 eV
frontier orbital gap = 9.24 eV
molecular weight = 68.08 g/mol
2S+1 = 1
strongest force on any atom = 3.7 eV Å⁻¹
SMILES string = O=C1[C@H]2C[C@@H]12



2.
DFT (ωB97M-V/def2-TZVPD) results for an isolated molecule of C4H7NOS at a distorted geometry.

Positions of all 14 atoms, in Å:
C (0.55411, 1.37704, -1.35378)
C (1.01915, -0.24950, 0.42616)
C (-0.17807, -1.03726, 0.86103)
C (-1.46703, -0.88742, 0.12935)
H (0.13209, 2.38218, -1.55977)
H (0.16288, 1.79990, 0.60267)
H (1.47029, -0.73951, -0.48979)
H (1.72033, -0.22664, 1.23413)
H (0.10170, -2.04680, 1.16048)
H (-1.47200, -0.17116, -0.71737)
H (-2.17627, -1.74812, 0.12414)
N (0.67353, 1.13999, 0.00380)
O (0.90394, 0.63528, -2.24224)
S (-1.44465, -0.22798, 1.82120)

Output
energy relative to the best compared isomer or geometry (same formula, charge and spin) = 66.0 kJ/mol
HOMO = -9.146 eV
frontier orbital gap = 9.95 eV
molecular weight = 117.17 g/mol
2S+1 = 1
strongest force on any atom = 1.8 eV Å⁻¹
SMILES string = O=CNC[C@@H]1CS1



3.
DFT (ωB97M-V/def2-TZVPD) results for a cluster of 2 separate species, C6H11NO in total at a distorted geometry.

Positions of all 19 atoms, in Å:
C (1.40233, -0.54578, -0.02193)
C (-1.92107, 0.27838, -1.20576)
C (-1.57094, -0.25684, 0.15449)
C (2.50277, -1.46246, 0.13839)
C (1.39242, 0.83185, -0.47284)
C (-1.74479, 0.68803, 1.34453)
N (-0.71436, -1.28963, 0.30368)
O (-2.77150, -0.58436, -0.52415)
H (-2.26861, 1.30289, -1.29482)
H (-1.44485, -0.14809, -2.08234)
H (3.45737, -0.93024, 0.21793)
H (2.35403, -2.11309, 0.99896)
H (2.54460, -2.11782, -0.73941)
H (2.26192, 1.07886, -1.08998)
H (1.39799, 1.50683, 0.39121)
H (0.47310, 1.05103, -1.02406)
H (-2.63769, 1.29443, 1.21663)
H (-0.86893, 1.32616, 1.44141)
H (-1.84380, 0.08985, 2.24804)

Output
energy relative to the best compared isomer or geometry (same formula, charge and spin) = 841.5 kJ/mol
HOMO (alpha / beta) = -7.390 / -7.376 eV
frontier orbital gap (alpha / beta) = 6.49 / 6.46 eV
molecular weight = 113.16 g/mol
2S+1 = 1
strongest force on any atom = 5.2 eV Å⁻¹



4.
DFT (ωB97M-V/def2-TZVPD) results for a structure of composition C22H42GaGeN3O3S at a distorted geometry.

Positions of all 73 atoms, in Å:
Ga (-0.30128, -0.51299, -0.04361)
C (-3.48770, 1.22648, 0.12502)
C (-2.25949, 2.06253, -0.20954)
C (-2.50160, 2.85882, -1.49286)
C (-1.97361, 3.03046, 0.94630)
O (-1.10057, 1.21017, -0.38698)
Ge (0.68212, 2.05152, -1.14961)
O (1.28346, 1.44907, 0.52206)
C (2.27446, 2.16000, 1.28053)
C (2.57095, 3.52569, 0.66900)
C (1.77627, 2.35228, 2.71820)
C (3.56950, 1.32727, 1.29455)
O (0.74593, 0.01743, -1.56557)
C (1.37122, -0.47752, -2.79327)
C (0.27757, -0.76618, -3.81810)
C (2.31198, 0.60537, -3.32248)
C (2.17521, -1.74936, -2.52182)
H (-4.30698, 1.87623, 0.42747)
H (-3.28211, 0.53549, 0.94824)
H (-3.81643, 0.66107, -0.75386)
H (-3.46493, 3.36502, -1.44016)
H (-2.50123, 2.19650, -2.36351)
H (-1.73805, 3.62342, -1.63739)
H (-2.76018, 3.77951, 1.02496)
H (-1.02990, 3.54692, 0.76250)
H (-1.91145, 2.49334, 1.89519)
H (1.67813, 4.16013, 0.66720)
H (2.93034, 3.43145, -0.36105)
H (3.34574, 4.03465, 1.23868)
H (0.76064, 2.76038, 2.70782)
H (2.41817, 3.06241, 3.23672)
H (1.80140, 1.42372, 3.28828)
H (4.00012, 1.30744, 0.29169)
H (3.35570, 0.30294, 1.60759)
H (4.29297, 1.76234, 1.98268)
H (-0.27466, 0.14634, -4.05671)
H (-0.41398, -1.52198, -3.42964)
H (0.71701, -1.14795, -4.73907)
H (1.75755, 1.47780, -3.67243)
H (2.87974, 0.22492, -4.16956)
H (3.01836, 0.90800, -2.54454)
H (1.52244, -2.62569, -2.45144)
H (2.79196, -1.63605, -1.62747)
H (2.84351, -1.93408, -3.36070)
N (-0.24635, -0.35454, 2.04663)
C (0.83869, -0.95326, 2.88697)
C (1.13804, -2.41081, 2.58121)
C (1.74805, -2.59240, 1.20161)
N (0.72365, -2.39028, 0.13607)
H (-0.19124, 0.66043, 2.17477)
H (-1.14858, -0.62517, 2.43394)
H (0.57568, -0.83525, 3.93811)
H (1.74215, -0.37697, 2.70003)
H (0.25278, -3.04788, 2.69836)
H (1.86194, -2.75272, 3.32134)
H (2.17883, -3.58862, 1.10146)
H (2.54448, -1.86266, 1.05006)
H (0.04708, -3.14549, 0.20934)
H (1.18109, -2.52546, -0.76440)
S (-3.96855, -3.32146, 0.35209)
C (-2.51031, -2.52432, 0.66500)
N (-2.09902, -1.66517, -0.25014)
C (-2.98734, -1.61432, -1.29238)
C (-2.88375, -0.79149, -2.44735)
C (-3.88954, -0.85253, -3.41995)
C (-4.97444, -1.69134, -3.25976)
C (-5.08952, -2.52126, -2.11655)
C (-4.08299, -2.46072, -1.14162)
H (-1.95639, -2.72312, 1.57284)
H (-2.02604, -0.13567, -2.55465)
H (-3.82259, -0.23648, -4.30707)
H (-5.74717, -1.72014, -4.01795)
H (-5.93505, -3.19152, -2.00301)

Output
energy relative to the best compared isomer or geometry (same formula, charge and spin) = 60.2 kJ/mol
HOMO (alpha / beta) = -17.398 / -17.398 eV
frontier orbital gap (alpha / beta) = 7.04 / 3.74 eV
charge = +3
molecular weight = 571.00 g/mol
2S+1 = 2
strongest force on any atom = 1.3 eV Å⁻¹



5.
DFT (ωB97M-V/def2-TZVPD) results for a cluster of 2 separate species, Cl2HNS in total at a distorted geometry.

Positions of all 5 atoms, in Å:
N (0.13450, 0.25520, -0.57505)
S (-0.85340, 0.86560, 0.46842)
Cl (1.85074, 0.52646, -0.78100)
Cl (-0.46492, -1.34484, -1.24610)
H (-0.66692, -0.30243, 2.13373)

Output
energy relative to the best compared isomer or geometry (same formula, charge and spin) = 377.2 kJ/mol
HOMO = -9.488 eV
frontier orbital gap = 8.17 eV
molecular weight = 117.99 g/mol
2S+1 = 1
strongest force on any atom = 4.1 eV Å⁻¹